{"formula": "C4H8O2", "method": "wB97M-V/def2-TZVPD", "homo_ev": -9.49, "relative_energy_kj_mol": 421.8, "lumo_energy_ev": 0.98, "orbital_gap_ev": 10.46, "charge": 0, "smiles": "CO[C@H]1C[C@H]1O", "spin_multiplicity": 1, "symbols": ["C", "O", "C", "C", "C", "O", "H", "H", "H", "H", "H", "H", "H", "H"], "coordinates": [[-1.5367, 0.8664, 0.8197], [-1.0618, -0.1821, 0.0098], [0.0175, 0.1407, -0.8089], [1.3975, 0.4092, -0.2404], [1.0529, -0.9582, -0.8086], [0.7795, -2.0030, 0.3021], [-1.9096, 1.6991, 0.2094], [-0.7518, 1.2388, 1.4908], [-2.3600, 0.4609, 1.4134], [-0.2663, 0.7125, -1.7036], [1.5398, 0.3334, 0.8349], [2.0129, 1.1726, -0.7241], [1.2656, -1.9395, -1.1839], [-0.1793, -1.9507, 0.3893]], "forces_ev_per_angstrom": [[-0.11, 0.26, 0.15], [-0.15, 0.11, -0.04], [0.17, -0.60, -0.11], [0.18, -0.60, 0.00], [-0.95, -0.82, 2.31], [-0.43, 1.55, 0.94], [0.03, -0.05, 0.07], [-0.10, -0.04, -0.08], [0.14, 0.10, -0.08], [0.26, -0.44, 0.16], [-0.10, 0.12, -0.10], [-0.16, -0.51, -0.07], [1.46, 0.95, -3.56], [-0.23, -0.03, 0.40]], "lowdin_charge": [-0.084, -0.173, -0.293, -0.029, -0.166, -0.096, 0.091, 0.091, 0.093, 0.154, 0.111, 0.106, 0.133, 0.062]}

{"formula": "C4H8O2", "method": "wB97M-V/def2-TZVPD", "homo_ev": -10.36, "relative_energy_kj_mol": 93.2, "lumo_energy_ev": 1.06, "orbital_gap_ev": 11.41, "charge": 0, "spin_multiplicity": 1, "symbols": ["C", "C", "C", "O", "C", "O", "H", "H", "H", "H", "H", "H", "H", "H"], "coordinates": [[-0.4474, 1.6305, 0.1770], [-0.0732, 0.1732, -0.0648], [-1.2612, -0.7609, 0.0868], [0.8997, -0.2608, 0.8794], [2.7957, -1.5500, -0.7262], [2.2714, -2.4725, -1.1311], [-1.2041, 1.9683, -0.5397], [-0.8462, 1.7483, 1.1905], [0.4271, 2.2848, 0.0733], [0.3313, 0.0713, -1.0866], [-0.9619, -1.7943, -0.1130], [-2.0624, -0.4853, -0.6068], [-1.6474, -0.7056, 1.1105], [1.6799, 0.3012, 0.7846]], "forces_ev_per_angstrom": [[-0.01, 0.06, 0.00], [-0.23, 0.06, -0.14], [-0.02, -0.02, -0.01], [0.20, 0.14, 0.03], [-0.54, -1.13, -0.55], [0.61, 1.07, 0.48], [0.11, -0.07, 0.09], [0.05, -0.02, -0.13], [-0.12, -0.10, 0.02], [-0.04, 0.01, 0.15], [-0.05, 0.14, 0.03], [0.12, -0.04, 0.09], [0.05, 0.00, -0.14], [-0.12, -0.11, 0.08]], "lowdin_charge": [-0.063, -0.524, -0.057, -0.100, 0.019, 0.036, 0.081, 0.085, 0.078, 0.126, 0.079, 0.082, 0.086, 0.072]}

What did the first record say?
{"formula": "C4H8O2", "method": "wB97M-V/def2-TZVPD", "homo_ev": -9.49, "relative_energy_kj_mol": 421.8, "lumo_energy_ev": 0.98, "orbital_gap_ev": 10.46, "charge": 0, "smiles": "CO[C@H]1C[C@H]1O", "spin_multiplicity": 1, "symbols": ["C", "O", "C", "C", "C", "O", "H", "H", "H", "H", "H", "H", "H", "H"], "coordinates": [[-1.5367, 0.8664, 0.8197], [-1.0618, -0.1821, 0.0098], [0.0175, 0.1407, -0.8089], [1.3975, 0.4092, -0.2404], [1.0529, -0.9582, -0.8086], [0.7795, -2.0030, 0.3021], [-1.9096, 1.6991, 0.2094], [-0.7518, 1.2388, 1.4908], [-2.3600, 0.4609, 1.4134], [-0.2663, 0.7125, -1.7036], [1.5398, 0.3334, 0.8349], [2.0129, 1.1726, -0.7241], [1.2656, -1.9395, -1.1839], [-0.1793, -1.9507, 0.3893]], "forces_ev_per_angstrom": [[-0.11, 0.26, 0.15], [-0.15, 0.11, -0.04], [0.17, -0.60, -0.11], [0.18, -0.60, 0.00], [-0.95, -0.82, 2.31], [-0.43, 1.55, 0.94], [0.03, -0.05, 0.07], [-0.10, -0.04, -0.08], [0.14, 0.10, -0.08], [0.26, -0.44, 0.16], [-0.10, 0.12, -0.10], [-0.16, -0.51, -0.07], [1.46, 0.95, -3.56], [-0.23, -0.03, 0.40]], "lowdin_charge": [-0.084, -0.173, -0.293, -0.029, -0.166, -0.096, 0.091, 0.091, 0.093, 0.154, 0.111, 0.106, 0.133, 0.062]}